{"formula": "C32H36GeN2O5Pd", "method": "ωB97M-V/def2-TZVPD", "species": ["Pd", "N", "C", "C", "N", "H", "H", "H", "H", "H", "H", "H", "H", "C", "O", "C", "C", "C", "C", "C", "C", "O", "C", "O", "C", "H", "H", "H", "H", "H", "H", "H", "H", "H", "O", "C", "O", "C", "C", "Ge", "C", "C", "C", "C", "C", "C", "C", "C", "C", "C", "C", "C", "C", "C", "C", "C", "C", "C", "H", "H", "H", "H", "H", "H", "H", "H", "H", "H", "H", "H", "H", "H", "H", "H", "H", "H", "H"], "positions_angstrom": [[0.719864, 2.325165, 0.766086], [-0.598136, 1.931722, 2.638073], [-0.672814, 2.877726, 3.745081], [0.696972, 3.138539, 4.367958], [1.703175, 3.709906, 3.482562], [-1.501409, 1.848512, 2.185843], [-0.329662, 0.995546, 2.941219], [-1.350763, 2.542825, 4.547245], [-1.076756, 3.818370, 3.357508], [1.093059, 2.195038, 4.751570], [0.543416, 3.799031, 5.231384], [2.022491, 2.978645, 2.849655], [1.278539, 4.397861, 2.863673], [-0.627960, 1.494750, -5.863793], [0.717256, 1.718833, -5.531448], [0.971900, 2.218335, -4.267125], [2.317229, 2.316775, -3.919064], [2.634347, 2.793755, -2.653299], [1.678870, 3.182307, -1.725278], [2.078516, 3.743595, -0.408764], [3.452195, 3.350355, 0.138021], [1.531369, 4.728265, 0.099315], [0.274476, 3.042681, -2.050936], [-0.663248, 3.236862, -1.216919], [-0.022710, 2.584887, -3.382212], [-0.631749, 1.061400, -6.864508], [-1.213557, 2.419887, -5.875749], [-1.106611, 0.796410, -5.169595], [3.075578, 2.010247, -4.628846], [3.683052, 2.870288, -2.382651], [3.759566, 2.336753, -0.115918], [3.422682, 3.453754, 1.222445], [4.201881, 4.057135, -0.237335], [-1.070901, 2.477784, -3.624927], [0.636660, -0.753524, 2.300053], [1.727135, -0.110333, 2.101525], [2.393216, 0.462918, 2.966929], [2.220308, -0.092207, 0.644267], [1.637338, -1.224811, -0.202197], [-0.127126, -1.854631, 0.423059], [-0.094182, -3.397488, 1.672958], [0.469584, -4.609435, 1.271786], [0.539149, -5.698430, 2.133307], [0.027664, -5.599315, 3.420975], [-0.531846, -4.397613, 3.838607], [-0.578788, -3.308661, 2.976637], [-1.701542, -0.699900, 0.567371], [-2.863693, -1.134926, 1.211295], [-3.989425, -0.328472, 1.261883], [-3.981805, 0.925884, 0.660526], [-2.840622, 1.363482, 0.001788], [-1.710410, 0.548994, -0.045255], [-0.753179, -2.812201, -1.273770], [-0.595144, -2.167385, -2.502891], [-1.105739, -2.695645, -3.684570], [-1.803118, -3.896024, -3.668024], [-1.990053, -4.550403, -2.456527], [-1.474098, -4.011025, -1.281938], [3.312177, -0.113691, 0.666042], [1.951746, 0.878342, 0.164504], [2.266012, -2.122258, -0.146802], [1.592622, -0.952815, -1.256742], [0.859825, -4.711346, 0.264116], [0.990542, -6.624750, 1.794878], [0.072345, -6.445788, 4.096681], [-0.916918, -4.302000, 4.847689], [-0.966359, -2.360403, 3.328220], [-2.891555, -2.112483, 1.683006], [-4.878389, -0.680150, 1.776704], [-4.859600, 1.561280, 0.705675], [-2.775937, 2.336992, -0.469605], [-0.823180, 0.949586, -0.529379], [-0.076581, -1.214762, -2.555357], [-0.962208, -2.162393, -4.618060], [-2.203139, -4.310826, -4.586337], [-2.544310, -5.482903, -2.420149], [-1.647533, -4.542425, -0.352155]], "atomic_forces_ev_per_a": [[0.1911, 0.8598, -0.0247], [-0.2342, -0.1010, 0.0744], [0.0919, -0.0026, 0.0047], [0.0171, -0.0150, -0.0406], [-0.0486, 0.0780, 0.0062], [0.0098, -0.0403, -0.0129], [0.0681, 0.0130, 0.0040], [-0.0172, -0.0370, -0.0126], [0.0228, 0.0106, -0.0312], [0.0253, -0.0161, -0.0132], [0.0295, 0.0281, -0.0136], [0.0235, -0.1208, 0.1047], [0.0313, 0.0099, 0.0136], [-0.0419, -0.0669, -0.0354], [-0.0012, 0.0056, -0.0729], [-0.1643, 0.0842, 0.2286], [0.1929, -0.0594, -0.1404], [0.0009, -0.0081, 0.0233], [-0.3607, -0.0459, -0.2790], [0.4153, -0.6093, 0.0167], [0.0584, 0.0394, 0.0685], [-0.4336, 0.2441, 0.3712], [-0.2229, -0.0222, -0.0418], [0.2149, -0.0028, -0.2338], [0.1204, -0.0449, -0.0716], [0.0163, 0.0025, 0.0032], [0.0300, 0.0351, 0.0220], [0.0057, 0.0050, 0.0189], [0.0109, 0.0144, 0.0336], [-0.0122, -0.0005, -0.0108], [-0.0251, 0.0340, -0.0246], [0.0291, -0.0111, 0.0038], [0.0056, -0.0116, -0.0370], [-0.0298, 0.0213, 0.0449], [0.0219, 0.0108, -0.0252], [-0.0588, -0.1556, -0.2078], [0.0703, 0.1077, 0.1908], [-0.1151, -0.3089, -0.0886], [0.0163, 0.0971, 0.1690], [0.1214, -0.1121, 0.0314], [0.0511, 0.0727, -0.1874], [-0.0393, 0.0348, 0.0500], [-0.0076, -0.0140, 0.0456], [0.0065, 0.0589, -0.0738], [0.0128, -0.0090, -0.0231], [-0.0333, 0.0095, 0.0683], [0.0127, -0.1406, 0.1011], [0.1678, 0.0188, -0.0571], [-0.1826, 0.0234, 0.0625], [0.0792, 0.0161, -0.0418], [0.0789, -0.0299, -0.0350], [-0.0907, 0.0952, 0.0430], [-0.0344, -0.0674, 0.0711], [-0.0350, -0.0357, -0.1490], [0.0076, 0.0162, 0.0372], [0.0135, -0.0055, 0.0763], [0.0142, 0.0173, 0.0113], [0.0100, 0.0613, -0.1211], [-0.0011, 0.0515, -0.0106], [0.0088, -0.0420, 0.1452], [-0.0120, 0.0030, 0.0289], [-0.0356, 0.0273, 0.0119], [-0.0084, 0.0154, -0.0054], [-0.0006, -0.0073, 0.0150], [0.0076, -0.0108, -0.0019], [-0.0025, 0.0009, 0.0011], [0.0045, -0.0207, -0.0025], [0.0112, 0.0014, -0.0059], [0.0051, 0.0188, -0.0095], [-0.0152, -0.0190, 0.0137], [-0.0030, 0.0039, 0.0024], [-0.0674, -0.0549, -0.0978], [-0.0051, -0.0051, 0.0199], [0.0039, 0.0025, 0.0022], [-0.0065, -0.0095, 0.0000], [-0.0017, 0.0009, -0.0241], [0.0116, 0.0133, 0.0239]], "mulliken_charge": [-0.23, 0.08, -0.81, -0.69, -0.60, 0.11, 0.07, 0.37, 0.33, 0.37, 0.37, 0.20, 0.29, -0.73, -0.46, 1.29, -1.02, -0.26, 0.34, 0.57, -1.40, -0.65, -0.16, -0.83, -0.31, 0.23, 0.33, 0.22, 0.37, 0.31, 0.34, 0.27, 0.47, 0.27, -0.63, 0.39, -0.81, 0.92, -1.34, 1.67, 0.02, -0.18, -0.73, -0.41, -0.73, -0.24, 0.81, -0.39, -0.63, -0.55, -0.46, -0.73, 0.07, -0.18, -0.83, -0.44, -0.69, -0.34, 0.51, -1.27, 0.51, 0.47, 0.40, 0.36, 0.34, 0.37, 0.36, 0.31, 0.37, 0.34, 0.42, 0.25, 0.22, 0.41, 0.35, 0.37, 0.27], "charge": -2, "homo_ev": -0.68, "lumo_ev": 4.512, "max_force_ha_per_bohr": 0.0171, "relative_energy_ev": 0.806}